Density functional theory data (ωB97M-V/def2-TZVPD) for a structure of composition C39H43CaClP2Si2.

CARTESIAN COORDINATES (ANGSTROEM)
C  -2.05  -4.58  0.68
C  -1.26  -4.16  -0.43
C  -0.03  -3.66  0.08
H  -1.47  -4.35  -1.49
C  0.00  -3.88  1.49
C  -1.25  -4.47  1.85
H  -1.51  -4.94  2.81
H  -3.06  -4.98  0.65
H  0.81  -3.29  -0.51
H  0.88  -3.77  2.12
Ca  -1.71  -2.00  1.15
Si  0.58  0.61  -0.22
C  0.19  0.51  -2.04
C  0.22  1.71  -2.82
H  0.33  2.69  -2.34
C  0.20  1.62  -4.22
H  0.31  2.53  -4.80
C  0.04  0.36  -4.84
H  0.00  0.30  -5.93
C  -0.13  -0.81  -4.08
H  -0.31  -1.77  -4.55
C  -0.07  -0.73  -2.68
H  -0.20  -1.65  -2.09
C  2.07  -0.37  0.33
C  2.98  -0.89  -0.61
H  2.82  -0.76  -1.69
C  4.06  -1.68  -0.18
H  4.75  -2.08  -0.92
C  4.22  -1.97  1.18
H  5.06  -2.59  1.50
C  3.27  -1.54  2.11
H  3.32  -1.85  3.16
C  2.20  -0.74  1.70
H  1.44  -0.44  2.44
H  -0.36  1.41  0.79
Si  3.35  3.77  -0.86
C  4.80  2.77  -0.28
C  5.95  2.66  -1.08
H  5.97  3.11  -2.08
C  7.12  2.05  -0.60
H  8.03  2.03  -1.21
C  7.14  1.50  0.68
H  8.05  1.02  1.06
C  6.01  1.62  1.50
H  6.05  1.27  2.54
C  4.85  2.23  1.02
H  3.99  2.32  1.69
C  3.28  3.67  -2.71
C  3.39  2.44  -3.35
H  3.44  1.51  -2.77
C  3.49  2.35  -4.74
H  3.55  1.38  -5.22
C  3.55  3.52  -5.51
H  3.67  3.45  -6.60
C  3.49  4.78  -4.87
H  3.57  5.69  -5.47
C  3.36  4.85  -3.49
H  3.37  5.82  -2.99
H  3.19  5.20  -0.39
Cl  1.71  2.97  0.20
C  -2.52  1.52  2.80
P  -3.41  0.24  1.86
C  -3.83  1.10  0.30
C  -5.02  0.02  2.74
C  -5.75  1.08  3.29
C  -7.01  0.83  3.86
C  -7.48  -0.48  3.98
C  -6.75  -1.56  3.46
C  -5.51  -1.31  2.85
P  -4.48  -2.65  2.11
C  -4.65  -4.03  3.26
C  -5.58  -3.23  0.79
H  -1.49  1.68  2.47
H  -2.46  1.20  3.83
H  -3.07  2.46  2.75
H  -2.95  1.21  -0.35
H  -4.27  2.07  0.54
H  -4.58  0.50  -0.24
H  -5.36  2.10  3.28
H  -7.61  1.67  4.21
H  -8.41  -0.67  4.50
H  -7.14  -2.57  3.53
H  -4.02  -4.87  2.94
H  -4.28  -3.69  4.23
H  -5.69  -4.36  3.36
H  -6.50  -3.67  1.21
H  -5.83  -2.38  0.16
H  -5.03  -3.98  0.20

Its gap between HOMO and LUMO is 0.1459 Ha. The value obtained for the HOMO energy is -3.924 eV. The calculation puts the energy at -3911.380555 a.u. As for the total charge: 0. The value obtained for the energy above the lowest of the compared OMol25 structures with the same formula, charge and spin is 54.06 kcal/mol. For the lowest unoccupied orbital energy, the calculation gives 0.04 eV.